Density functional theory data (ωB97M-V/def2-TZVPD) for a structure of composition C40H61BrN5NaOP3S2Te in a non-equilibrium geometry.

Each line ends with the Löwdin charge.
Cartesian coordinates (Å):
1 Na -2.43199 3.31377 0.86634  0.2320
2 C -1.81335 0.66895 -2.53568  -0.2763
3 P -2.26342 -1.00114 -2.01574  0.7584
4 C -0.59865 -1.91339 -2.29024  -0.2322
5 C -3.36027 -1.60841 -3.29040  -0.3983
6 C -2.89362 -1.83935 -4.56845  -0.0948
7 C -3.82812 -2.18282 -5.56814  -0.0880
8 C -5.21425 -2.05193 -5.38454  -0.0666
9 C -5.69051 -1.74271 -4.08791  -0.1185
10 C -4.80163 -1.51168 -3.09890  -0.4035
11 P -5.42624 -1.08303 -1.42568  0.6866
12 C -6.83691 -2.17059 -0.92478  -0.2520
13 C -6.10866 0.60137 -1.91965  -0.2432
14 H -2.55393 1.19682 -3.16108  0.0474
15 H -0.84424 0.68416 -3.10179  0.0639
16 H -1.65628 1.30914 -1.63481  -0.0118
17 H -0.30395 -1.80815 -3.32554  0.0105
18 H -0.75690 -2.99170 -2.04984  0.0337
19 H 0.16971 -1.55273 -1.56920  0.0316
20 H -1.80811 -1.81221 -4.78664  0.1038
21 H -3.44254 -2.61437 -6.49782  0.0977
22 H -5.82559 -2.22460 -6.25780  0.0915
23 H -6.75295 -1.68014 -3.87424  0.0977
24 H -7.60166 -2.20310 -1.63664  -0.0012
25 H -7.21445 -1.86408 -0.00404  0.0023
26 H -6.40878 -3.19197 -0.75351  0.0593
27 H -5.49352 1.11091 -2.70050  0.0619
28 H -6.12127 1.20873 -1.04610  0.0027
29 H -7.16721 0.53879 -2.15578  0.0226
30 C -1.99670 6.49175 -0.04880  -0.1604
31 C -1.47062 5.25144 -0.70005  -0.9176
32 S -2.54479 4.29223 -1.65217  0.4630
33 C -0.13548 4.97607 -0.40800  -0.6544
34 C 0.78797 6.08605 -0.14998  -0.1008
35 S 0.21637 3.26462 -0.35358  0.9143
36 H -1.56944 6.54868 0.96788  0.0717
37 H -3.07491 6.44151 0.02382  0.0505
38 H -1.70066 7.39732 -0.59469  0.0770
39 H 1.07264 6.49366 -1.16362  0.1025
40 H 1.69394 5.76103 0.32373  0.0509
41 H 0.38385 6.88645 0.48019  0.0741
42 Br 5.58467 3.74854 1.25782  0.6202
43 C 3.65260 3.74234 1.51066  -0.6903
44 C 2.76028 3.06137 0.72708  -0.1624
45 C 1.32802 2.97358 1.12624  -0.4994
46 C 0.95237 3.73884 2.32139  -0.3072
47 C 1.96144 4.33123 3.13633  -0.0327
48 C 3.26101 4.44847 2.65473  -0.2002
49 N -0.41440 3.71054 2.57213  0.0756
50 C -0.86239 4.28886 3.68231  -0.1561
51 C -2.23580 4.59134 3.87965  -0.2671
52 C -2.59534 5.16077 5.15737  -0.0331
53 C -3.91974 5.14092 5.57356  -0.1032
54 C -4.89854 4.71645 4.69599  -0.1146
55 C -4.47505 4.20905 3.48749  -0.1761
56 N -3.21853 4.09391 3.08145  0.0630
57 H 3.01461 2.56382 -0.24811  0.1130
58 H 1.07028 1.89991 1.28070  0.1006
59 H 1.67561 4.64665 4.11016  0.0763
60 H 4.01422 4.92170 3.27393  0.0700
61 H -0.20126 4.54600 4.53353  0.0976
62 H -1.82666 5.32178 5.87206  0.0844
63 H -4.15035 5.37825 6.58544  0.0864
64 H -5.95408 4.70209 4.90621  0.0851
65 H -5.25663 4.02095 2.75811  0.1011
66 C -4.73118 -1.59834 2.42635  -0.4437
67 Te -3.56174 -1.30598 0.51760  0.9677
68 C -3.13055 -3.36855 0.13333  -0.4616
69 H -5.83832 -1.45844 2.25439  -0.0197
70 H -4.46081 -0.75844 3.07500  -0.0350
71 H -4.56417 -2.53862 2.91813  -0.0406
72 H -2.07941 -3.57682 0.51824  0.0070
73 H -3.27176 -3.53111 -0.95986  -0.0128
74 H -3.80640 -4.03106 0.67667  -0.0082
75 O 2.65150 -1.42327 -1.05194  -0.2803
76 P 3.66226 -2.29334 -0.39255  0.5697
77 N 3.91090 -1.89610 1.20638  -0.1999
78 C 4.70995 -2.60107 2.23566  -0.1929
79 C 4.06097 -2.20455 3.55779  -0.1667
80 C 3.31405 -0.87272 3.22921  -0.1695
81 C 3.39499 -0.62223 1.71757  -0.1955
82 N 5.07694 -2.22664 -1.22029  -0.2009
83 C 5.15975 -1.26235 -2.37025  -0.1489
84 C 6.46009 -1.68467 -3.13437  -0.1475
85 C 7.06790 -2.84676 -2.34340  -0.1819
86 C 6.35987 -2.89606 -0.97558  -0.1890
87 N 3.41822 -4.02925 -0.42111  -0.2016
88 C 3.19935 -4.57857 -1.75980  -0.2283
89 C 2.26167 -5.80849 -1.73516  -0.1658
90 C 1.72851 -5.77818 -0.30094  -0.1880
91 C 2.43633 -4.64800 0.47738  -0.2185
92 H 5.75909 -2.26408 2.15132  0.1109
93 H 4.67220 -3.70376 2.12674  0.1025
94 H 4.71755 -2.10425 4.43497  0.1047
95 H 3.30361 -2.92467 3.88258  0.0982
96 H 3.76596 -0.04441 3.79617  0.1012
97 H 2.25325 -0.83565 3.58991  0.1159
98 H 4.12760 0.22904 1.54101  0.1244
99 H 2.40799 -0.31570 1.27160  0.1162
100 H 5.30541 -0.26853 -1.95987  0.1066
101 H 4.26092 -1.25588 -2.92882  0.0851
102 H 7.15620 -0.84459 -3.07326  0.1011
103 H 6.23956 -1.96280 -4.16793  0.1024
104 H 8.13723 -2.74932 -2.28296  0.0946
105 H 6.90774 -3.79265 -2.82940  0.0903
106 H 6.98113 -2.32997 -0.27319  0.1064
107 H 6.26192 -3.91083 -0.63298  0.0996
108 H 4.18019 -4.83660 -2.23999  0.1068
109 H 2.80549 -3.66711 -2.34225  0.1185
110 H 2.77813 -6.76780 -1.94152  0.1027
111 H 1.43198 -5.67709 -2.50420  0.1202
112 H 2.02494 -6.75327 0.19111  0.1088
113 H 0.63848 -5.83589 -0.16327  0.1013
114 H 2.93129 -5.02396 1.41290  0.1056
115 H 1.64400 -3.95328 0.80099  0.1096

Summary:
**Multiplicity**: 1
**Lowest unoccupied orbital energy (spin up / spin down)**: 1.9 / 1.9 eV
**HOMO-LUMO gap (spin up / spin down)**: 4.56 / 4.56 eV
**Electronic energy**: -183253.7186 eV
**ΔE to the lowest compared entry with this formula, charge and spin**: 29.3 kcal/mol
**Total charge**: -1

Density functional theory data (ωB97M-V/def2-TZVPD) for a cluster of 3 separate species, C15H30ClFN2O5 in total in a non-equilibrium geometry.

Each line ends with the Löwdin charge.
Cartesian coordinates (Å):
1 C 0.28077 0.59757 5.02321  -0.1013
2 C -0.38770 0.72332 3.64733  -0.2806
3 C -0.96217 -0.63245 3.22016  -0.1914
4 C -0.02398 -1.56506 2.40851  -0.1899
5 C 1.42101 -1.10271 2.21153  -0.1529
6 C 1.69473 -0.41861 0.86310  -0.7104
7 Cl 0.32852 0.63147 0.33682  0.8420
8 C 1.88868 -1.44061 -0.24845  -0.1497
9 C 2.47254 -0.86657 -1.53094  -0.1735
10 F 1.53009 -0.91154 -2.55496  -0.0704
11 O 2.92224 0.31117 0.96609  0.0080
12 C 2.84992 1.66820 0.89154  -0.6159
13 O 3.27502 2.30178 -0.05194  0.1458
14 O 2.37027 2.21106 2.03968  0.1071
15 H -0.48419 0.41711 5.77094  0.0706
16 H 0.85532 1.47829 5.28720  0.0687
17 H 0.93088 -0.27365 5.06216  0.0652
18 H -1.22114 1.39549 3.78255  0.0864
19 H 0.30009 1.13612 2.92803  0.0384
20 H -1.26108 -1.14392 4.12831  0.1005
21 H -1.85187 -0.45417 2.62638  0.1014
22 H 0.00418 -2.52447 2.91548  0.1061
23 H -0.46255 -1.77595 1.44043  0.0884
24 H 2.04503 -1.98979 2.17841  0.1173
25 H 1.80043 -0.49794 3.02356  0.1083
26 H 0.93145 -1.87935 -0.50360  0.1159
27 H 2.52064 -2.25051 0.09754  0.1244
28 H 3.30721 -1.47969 -1.85678  0.1218
29 H 2.83507 0.14874 -1.42967  0.1066
30 H 1.59763 2.73324 1.79188  0.1023
31 C -1.43173 3.81709 1.47290  -0.3652
32 O -1.98415 2.84849 1.95510  0.0076
33 N -1.65416 4.28742 0.23335  -0.1952
34 C -0.95707 5.44545 -0.29209  -0.0551
35 C -2.62814 3.60224 -0.60081  -0.0354
36 H -0.67253 4.39970 2.02713  0.1361
37 H -1.66971 6.22973 -0.55370  0.0895
38 H -0.38876 5.17351 -1.18342  0.0912
39 H -0.26922 5.83399 0.45575  0.0823
40 H -3.60694 3.61169 -0.12115  0.0941
41 H -2.33339 2.56264 -0.74719  0.0848
42 H -2.69084 4.10003 -1.56453  0.0868
43 C -0.47845 -4.58483 -3.39648  -0.3599
44 O -0.90732 -5.66280 -3.03570  0.0109
45 N -0.87952 -3.93247 -4.50267  -0.1996
46 C -0.32655 -2.64511 -4.87598  -0.0543
47 C -1.89732 -4.54541 -5.33826  -0.0438
48 H 0.29554 -4.03701 -2.83102  0.1286
49 H -1.11685 -1.89271 -4.91499  0.0908
50 H 0.14863 -2.70909 -5.85720  0.0897
51 H 0.41482 -2.33421 -4.14425  0.0600
52 H -2.81120 -4.70348 -4.76499  0.0917
53 H -1.55471 -5.51517 -5.70017  0.0918
54 H -2.10751 -3.89627 -6.18412  0.0833

Summary:
**Multiplicity**: 1
**Lowest unoccupied orbital energy**: 0.5 eV
**SMILES**: CCCCC[C@](Cl)(CCF)OC(=O)O.CN(C)C=O.CN(C)C=O
**HOMO-LUMO gap**: 9.71 eV
**Electronic energy**: -44499.0936 eV

Density functional theory data (ωB97M-V/def2-TZVPD) for a structure of composition C25H44O2P2Tc in a non-equilibrium geometry.

Each line ends with the Mulliken spin population.
Cartesian coordinates (Å):
1 Tc -1.80270 -0.71274 0.68122  2.9780
2 C -1.60697 -2.13935 2.30933  0.0033
3 C -1.36118 -0.81729 2.82646  0.1168
4 C -3.54348 -0.88483 2.00988  0.0680
5 C -2.96073 -2.18116 1.80999  0.0214
6 C -2.55234 -0.03948 2.61980  -0.0028
7 C -0.68852 -3.31107 2.39619  -0.0186
8 H 0.34793 -2.98040 2.50735  0.0002
9 H -0.76948 -3.93143 1.49680  -0.0072
10 H -0.93489 -3.94180 3.26427  0.0006
11 C -3.64738 -3.38738 1.28556  0.0238
12 H -2.91219 -4.16483 1.07206  -0.0134
13 H -4.20666 -3.16549 0.37193  0.0073
14 H -4.33990 -3.78479 2.03495  0.0037
15 C -4.95604 -0.49249 1.78502  0.0192
16 H -5.57314 -0.82533 2.62778  0.0051
17 H -5.35702 -0.93462 0.87055  0.0085
18 H -5.03645 0.59559 1.72846  -0.0142
19 C -2.80809 1.34969 3.10010  -0.0176
20 H -3.35407 1.33417 4.05631  -0.0007
21 H -3.41818 1.90108 2.37552  -0.0057
22 H -1.86915 1.88692 3.25893  0.0011
23 C -0.18905 -0.39598 3.64246  -0.0078
24 H -0.37467 -0.57933 4.71072  0.0118
25 H -0.00151 0.67127 3.51721  -0.0069
26 H 0.69859 -0.96129 3.35673  -0.0027
27 C 3.99241 0.14493 -2.79080  0.0012
28 C 4.52640 -0.14148 -1.59535  -0.0010
29 C 5.50967 0.68510 -0.81340  0.0006
30 C 5.35590 2.22093 -0.93509  -0.0002
31 C 3.95429 2.74585 -0.78665  -0.0004
32 C 3.04223 2.86352 -1.76616  0.0017
33 C 3.22786 2.56346 -3.22856  -0.0003
34 C 4.20286 1.41185 -3.57160  -0.0003
35 H 6.55289 0.45461 -1.09888  0.0000
36 H 5.77025 2.55573 -1.89227  0.0000
37 H 5.40720 0.37195 0.24103  -0.0001
38 H 5.23526 1.75301 -3.43917  0.0000
39 H 3.43685 -0.60897 -3.36046  -0.0003
40 H 4.38486 -1.13467 -1.15751  0.0004
41 H 4.07405 1.17899 -4.64234  0.0000
42 H 2.22200 2.34209 -3.62769  0.0000
43 H 2.08550 3.35432 -1.56375  0.0009
44 H 3.58843 3.44999 -3.78276  -0.0001
45 H 5.97432 2.67435 -0.14168  0.0001
46 H 3.76875 3.15417 0.21211  0.0000
47 P 0.36248 -1.17507 -0.24202  -0.1654
48 C 0.52100 -2.32895 -1.62206  0.0170
49 C 1.94284 -1.22952 0.64094  0.0191
50 P -0.85767 1.40648 0.15025  -0.1366
51 C 0.40212 0.56287 -0.94412  0.1057
52 C 0.21358 2.40275 1.21487  0.0198
53 C -1.81995 2.55626 -0.85408  0.0259
54 H -0.41872 -2.32966 -2.19583  -0.0245
55 H 0.69389 -3.34265 -1.22557  0.0061
56 H 1.36057 -2.03847 -2.26993  0.0082
57 H 2.74082 -0.86392 -0.02472  -0.0011
58 H 2.17299 -2.26164 0.94065  0.0023
59 H 1.91964 -0.60403 1.54350  -0.0091
60 H -1.14616 3.18267 -1.45595  0.0068
61 H -2.42800 3.18911 -0.18728  0.0066
62 H -2.49237 1.98550 -1.51219  -0.0216
63 H 0.05359 0.56100 -1.98969  0.0122
64 H 1.40380 1.02506 -0.86722  0.0000
65 H -0.38434 3.13969 1.76899  0.0027
66 H 0.94182 2.92466 0.57592  -0.0014
67 H 0.75804 1.78161 1.93776  -0.0086
68 C -4.79636 -1.41645 -2.46055  0.0092
69 O -4.13918 -1.39416 -1.17046  0.0173
70 C -2.86481 -0.94476 -1.19358  -0.2727
71 O -2.28532 -0.64206 -2.23874  0.2030
72 H -5.82111 -1.73174 -2.21973  0.0014
73 H -4.32559 -2.13132 -3.13992  0.0015
74 H -4.80239 -0.43064 -2.93382  0.0028

Summary:
**Multiplicity**: 4
**Lowest unoccupied orbital energy (spin up / spin down)**: -5.9 / -8.7 eV
**HOMO-LUMO gap (spin up / spin down)**: 7.77 / 4.96 eV
**Electronic energy**: -51494.7477 eV
**ΔE to the lowest compared entry with this formula, charge and spin**: 0.0 kcal/mol
**Total charge**: +2